# 1
{"formula": "C21H45N2O5", "method": "the ωB97M-V functional and the def2-TZVPD basis", "symbols": ["C", "O", "C", "C", "C", "N", "C", "C", "C", "C", "N", "C", "H", "H", "H", "H", "H", "H", "H", "H", "H", "H", "H", "H", "H", "C", "C", "C", "O", "H", "H", "H", "H", "H", "H", "H", "H", "C", "C", "C", "O", "H", "H", "H", "H", "H", "H", "H", "H", "C", "C", "C", "O", "H", "H", "H", "H", "H", "H", "H", "H", "C", "C", "C", "O", "H", "H", "H", "H", "H", "H", "H", "H"], "positions_angstrom": [[-0.527, -1.290, -1.478], [-0.233, -2.489, -2.160], [0.734, -3.260, -1.468], [2.070, -2.540, -1.278], [2.636, -1.853, -2.527], [3.689, -0.897, -2.223], [3.170, 0.184, -1.569], [3.507, 0.538, -0.252], [2.914, 1.643, 0.336], [1.994, 2.387, -0.383], [1.661, 2.129, -1.651], [2.245, 1.069, -2.197], [0.178, -0.501, -1.752], [-1.524, -0.963, -1.778], [-0.508, -1.409, -0.395], [0.333, -3.494, -0.471], [0.853, -4.200, -2.007], [1.944, -1.823, -0.465], [2.817, -3.263, -0.944], [3.063, -2.641, -3.159], [1.820, -1.407, -3.119], [4.218, -0.089, 0.270], [3.139, 1.935, 1.354], [1.523, 3.247, 0.083], [1.991, 0.854, -3.229], [-3.563, 0.157, 2.930], [-2.248, 0.277, 2.173], [-2.320, 1.324, 1.071], [-1.863, -0.982, 1.629], [-4.365, -0.154, 2.256], [-3.490, -0.596, 3.714], [-3.848, 1.107, 3.385], [-1.449, 0.542, 2.866], [-3.085, 1.050, 0.338], [-1.366, 1.393, 0.545], [-2.569, 2.308, 1.475], [-2.541, -1.259, 1.003], [-0.206, 5.051, 4.320], [1.218, 4.908, 3.800], [1.703, 6.191, 3.138], [1.318, 3.813, 2.901], [-0.889, 5.261, 3.492], [-0.532, 4.125, 4.794], [-0.286, 5.863, 5.045], [1.882, 4.656, 4.629], [1.074, 6.433, 2.278], [2.724, 6.070, 2.777], [1.674, 7.033, 3.833], [0.749, 3.980, 2.142], [6.027, -1.968, -4.453], [5.946, -3.048, -5.519], [6.707, -2.653, -6.780], [4.589, -3.354, -5.836], [5.581, -1.038, -4.812], [5.474, -2.244, -3.555], [7.065, -1.768, -4.179], [6.359, -3.982, -5.132], [6.275, -1.744, -7.207], [6.643, -3.440, -7.534], [7.759, -2.462, -6.562], [4.168, -2.539, -6.129], [-8.750, -0.821, 3.196], [-7.424, -1.345, 2.667], [-7.569, -2.728, 2.050], [-6.439, -1.356, 3.697], [-9.130, -1.480, 3.982], [-8.623, 0.173, 3.627], [-9.499, -0.765, 2.405], [-7.037, -0.654, 1.916], [-7.914, -3.443, 2.802], [-6.610, -3.080, 1.672], [-8.287, -2.722, 1.228], [-6.737, -1.958, 4.387]], "atomic_forces_ev_per_a": [[0.035, 0.256, -0.263], [-0.258, -0.262, 0.034], [0.321, 0.197, 0.273], [-0.245, -0.177, -0.102], [0.504, 0.299, -0.510], [-0.151, -0.245, 0.724], [0.093, -0.160, -0.580], [0.078, 0.226, -0.034], [0.020, -0.006, -0.063], [-0.040, 0.310, 0.334], [0.140, -0.302, -0.032], [-0.174, 0.033, 0.082], [0.050, 0.056, 0.102], [-0.073, -0.057, -0.057], [-0.003, -0.097, 0.109], [-0.042, -0.172, 0.030], [-0.064, 0.026, -0.249], [0.126, 0.196, -0.032], [-0.005, -0.058, 0.194], [-0.050, -0.028, -0.159], [-0.228, -0.100, 0.077], [0.050, -0.029, 0.095], [0.008, -0.010, 0.082], [-0.048, 0.104, -0.054], [-0.044, 0.027, -0.125], [0.103, -0.059, 0.044], [-0.188, 0.108, -0.185], [0.130, -0.008, -0.028], [0.017, -0.068, 0.238], [-0.017, 0.041, -0.026], [-0.001, 0.002, 0.011], [-0.007, 0.006, -0.015], [0.044, -0.046, 0.003], [-0.048, 0.015, 0.029], [0.011, 0.006, 0.019], [-0.017, 0.000, 0.003], [0.020, 0.021, -0.049], [-0.005, -0.086, 0.053], [-0.193, 0.157, -0.185], [0.095, -0.019, -0.003], [0.070, -0.070, 0.179], [0.012, 0.049, -0.009], [0.019, -0.002, 0.007], [0.002, 0.010, -0.010], [0.024, -0.041, 0.000], [-0.041, 0.015, 0.021], [0.003, -0.014, 0.013], [-0.014, -0.001, 0.000], [0.037, -0.043, -0.056], [-0.053, -0.173, 0.058], [0.043, 0.295, -0.002], [-0.028, -0.124, -0.082], [0.077, -0.165, -0.148], [0.011, 0.026, -0.005], [-0.016, 0.085, 0.014], [0.001, 0.009, -0.019], [-0.032, -0.038, 0.016], [0.022, 0.039, 0.041], [0.005, -0.008, 0.019], [0.000, 0.017, 0.012], [-0.063, 0.045, 0.152], [0.039, 0.085, 0.036], [-0.140, -0.151, 0.070], [0.095, -0.007, -0.021], [-0.002, 0.075, -0.031], [-0.020, -0.041, -0.031], [0.012, 0.005, -0.020], [-0.002, -0.014, -0.004], [0.048, 0.024, 0.012], [-0.053, 0.013, 0.001], [0.003, 0.021, -0.010], [-0.011, 0.002, 0.006], [0.009, -0.020, 0.006]], "charge": -1, "e_lumo_ev": 2.1}

=====

# 2
{"formula": "C6H7CdLiO3", "method": "the ωB97M-V functional and the def2-TZVPD basis", "symbols": ["O", "C", "C", "O", "H", "H", "H", "H", "Cd", "C", "C", "C", "C", "O", "Li", "H", "H", "H"], "positions_angstrom": [[0.596, 4.177, 0.960], [0.523, 2.634, 0.612], [-0.077, 2.619, 1.993], [0.425, 1.957, 2.933], [-0.290, 4.549, 0.963], [1.111, 2.076, -0.125], [-0.348, 2.216, 0.064], [-1.165, 2.814, 2.041], [1.727, 0.671, 3.417], [3.164, 2.728, 0.398], [3.697, 2.079, 1.455], [4.070, 1.420, 2.466], [4.360, 0.798, 3.631], [3.428, 0.159, 4.304], [3.750, -0.886, 5.838], [2.963, 2.139, -0.502], [3.497, 3.759, 0.242], [5.360, 0.863, 4.076]], "atomic_forces_ev_per_a": [[0.582, -2.577, -0.807], [-4.431, 1.428, 0.597], [1.761, -3.844, -1.436], [-2.702, 2.879, 0.026], [-0.436, 0.404, -0.671], [1.552, 0.687, 1.663], [-0.958, 1.820, -0.361], [0.703, 0.878, 0.265], [1.180, -0.903, -0.430], [2.998, -0.391, 0.746], [-1.000, 0.849, -1.972], [-0.121, -0.758, 1.541], [1.478, 2.104, -1.718], [0.190, -2.611, 2.108], [0.199, -0.021, 0.011], [-0.667, 0.249, 0.461], [0.079, -0.335, -0.144], [-0.407, 0.143, 0.121]], "charge": 2, "e_lumo_ev": [-8.5, -8.5]}

=====

# 3
{"formula": "CH4FPS2", "method": "the ωB97M-V functional and the def2-TZVPD basis", "symbols": ["C", "F", "P", "S", "S", "H", "H", "H", "H"], "positions_angstrom": [[0.892, -0.701, 0.304], [-0.312, -0.338, -2.047], [-0.731, -0.314, -0.439], [-2.225, -1.543, -0.140], [-0.909, 2.569, -0.067], [1.617, -0.102, -0.321], [1.038, -0.163, 1.344], [1.206, -1.808, 0.105], [-0.575, 2.398, 1.260]], "atomic_forces_ev_per_a": [[1.696, 1.032, 0.080], [-0.516, 0.426, 2.235], [-0.407, 0.180, -1.539], [1.321, 1.512, -0.024], [0.420, -2.824, 0.465], [-0.757, -0.496, 0.360], [-0.594, -1.858, -1.776], [-0.920, 1.936, 1.025], [-0.243, 0.092, -0.825]], "e_lumo_ev": -2.3}

=====

| no. | strongest force on any atom (eV/Å) |
| --- | --- |
| 1 | 0.78 |
| 2 | 4.69 |
| 3 | 2.89 |